Entry from OMol25: 20 unconnected molecules or ions with the total composition C41H108N26O34 in a non-equilibrium geometry (the ωB97M-V functional and the def2-TZVPD basis).

The frontier orbital gap comes out at 8.22 eV. The value obtained for the HOMO energy is -8.8 eV. Its total energy is -152633.220 eV. Its max |F| is 9.029 eV/A.

Each atom is followed by the atoms it is bonded to, with distances in Å.
Cartesian coordinates (Å):
1 C 4.793 1.720 4.772  C2 1.496, H8 1.090, H9 1.090, H10 1.090
2 C 3.464 2.225 5.236  C1 1.496, O3 1.452, H11 1.090, H12 1.090
3 O 2.508 1.214 4.819  C2 1.452, C4 1.342
4 C 1.190 1.456 4.894  O3 1.342, O5 1.234, O6 1.322
5 O 0.590 2.338 5.513  C4 1.234
6 O 0.659 0.517 4.130  C4 1.322, C7 1.475
7 C -0.808 0.401 4.039  O6 1.475, H13 1.090, H14 1.090, H15 1.090
8 H 4.804 1.473 3.711  C1 1.090
9 H 5.045 0.744 5.188  C1 1.090
10 H 5.603 2.441 4.877  C1 1.090
11 H 3.257 3.192 4.776  C2 1.090
12 H 3.568 2.384 6.309  C2 1.090
13 H -1.206 0.216 5.037  C7 1.090
14 H -1.004 -0.552 3.548  C7 1.090
15 H -1.306 1.241 3.554  C7 1.090
16 C -4.022 -2.955 -4.485  C17 1.514, H23 1.090, H24 1.090, H25 1.090
17 C -3.154 -4.175 -4.260  C16 1.514, O18 1.417, H26 1.090, H27 1.090
18 O -3.826 -5.314 -4.769  C17 1.417, C19 1.357
19 C -4.816 -5.886 -4.039  O18 1.357, O20 1.270, O21 1.323
20 O -4.895 -5.888 -2.771  C19 1.270
21 O -5.561 -6.635 -4.836  C19 1.323, C22 1.368
22 C -6.734 -7.165 -4.372  O21 1.368, H28 1.090, H29 1.090, H30 1.090
23 H -4.447 -2.859 -5.484  C16 1.090
24 H -3.571 -2.017 -4.161  C16 1.090
25 H -4.951 -3.131 -3.942  C16 1.090
26 H -2.682 -4.294 -3.285  C17 1.090
27 H -2.330 -4.019 -4.955  C17 1.090
28 H -6.628 -7.747 -3.456  C22 1.090
29 H -7.033 -7.917 -5.102  C22 1.090
30 H -7.431 -6.365 -4.123  C22 1.090
31 C -4.082 6.789 -3.755  C32 1.496, H38 1.090, H39 1.090, H40 1.090
32 C -4.357 5.328 -3.584  C31 1.496, O33 1.475, H41 1.090, H42 1.090
33 O -3.026 4.726 -3.787  C32 1.475, C34 1.349
34 C -2.199 4.447 -2.758  O33 1.349, O35 1.260, O36 1.362
35 O -2.295 4.738 -1.535  C34 1.260
36 O -1.181 3.787 -3.376  C34 1.362, C37 1.395
37 C -0.145 3.301 -2.579  O36 1.395, H43 1.090, H44 1.090, H45 1.090
38 H -4.946 7.402 -3.497  C31 1.090
39 H -3.733 6.989 -4.768  C31 1.090
40 H -3.239 7.114 -3.147  C31 1.090
41 H -5.130 4.994 -4.277  C32 1.090
42 H -4.686 5.259 -2.547  C32 1.090
43 H 0.773 3.878 -2.679  C37 1.090
44 H 0.061 2.286 -2.919  C37 1.090
45 H -0.320 3.032 -1.537  C37 1.090
46 C -1.519 -0.038 -3.979  C47 1.472, H53 1.090, H54 1.090, H55 1.090
47 C -2.796 0.616 -3.650  C46 1.472, O48 1.485, H56 1.090, H57 1.090
48 O -3.532 0.877 -4.913  C47 1.485, C49 1.235
49 C -4.758 0.807 -5.040  O48 1.235, O50 1.246, O51 1.332
50 O -5.567 0.560 -4.124  C49 1.246
51 O -5.075 0.986 -6.321  C49 1.332, C52 1.373
52 C -6.375 0.871 -6.749  O51 1.373, H58 1.090, H59 1.090, H60 1.090
53 H -1.005 0.325 -4.869  C46 1.090
54 H -1.645 -1.121 -3.987  C46 1.090
55 H -0.775 0.140 -3.202  C46 1.090
56 H -2.565 1.562 -3.160  C47 1.090
57 H -3.380 -0.061 -3.027  C47 1.090
58 H -6.856 -0.045 -6.407  C52 1.090
59 H -6.351 1.028 -7.827  C52 1.090
60 H -6.981 1.720 -6.432  C52 1.090
61 C 0.822 5.299 2.624  C62 1.552, H68 1.090, H69 1.090, H70 1.090
62 C 0.874 6.542 3.552  C61 1.552, O63 1.422, H71 1.090, H72 1.090
63 O 1.431 6.132 4.794  C62 1.422, C64 1.383
64 C 2.797 5.988 4.956  O63 1.383, O65 1.246, O66 1.374
65 O 3.611 6.200 4.038  C64 1.246
66 O 3.130 5.607 6.234  C64 1.374, C67 1.379
67 C 4.437 5.443 6.640  O66 1.379, H73 1.090, H74 1.090, H75 1.090
68 H 1.815 5.245 2.176  C61 1.090
69 H 0.140 5.465 1.791  C61 1.090
70 H 0.520 4.364 3.095  C61 1.090
71 H -0.185 6.690 3.763  C62 1.090
72 H 1.388 7.429 3.183  C62 1.090
73 H 4.944 4.564 6.242  C67 1.090
74 H 4.348 5.221 7.703  C67 1.090
75 H 5.083 6.303 6.460  C67 1.090
76 C 2.884 -1.703 3.162  C77 1.468, H83 1.090, H84 1.090, H85 1.090
77 C 2.972 -2.767 2.152  C76 1.468, O78 1.433, H86 1.090, H87 1.090
78 O 3.863 -3.803 2.585  C77 1.433, C79 1.350
79 C 3.527 -4.790 3.442  O78 1.350, O80 1.277, O81 1.312
80 O 2.370 -4.961 3.955  C79 1.277
81 O 4.531 -5.630 3.527  C79 1.312, C82 1.423
82 C 4.445 -6.782 4.358  O81 1.423, H88 1.090, H89 1.090, H90 1.090
83 H 3.849 -1.216 3.300  C76 1.090
84 H 2.441 -2.066 4.089  C76 1.090
85 H 2.132 -1.013 2.778  C76 1.090
86 H 3.337 -2.358 1.210  C77 1.090
87 H 1.979 -3.194 2.014  C77 1.090
88 H 3.553 -7.360 4.116  C82 1.090
89 H 4.475 -6.538 5.420  C82 1.090
90 H 5.347 -7.387 4.261  C82 1.090
91 C -5.657 -1.514 3.604  C92 1.588, H98 1.090, H99 1.090, H100 1.090
92 C -4.557 -0.766 4.470  C91 1.588, O93 1.397, H101 1.090, H102 1.090
93 O -3.263 -1.196 4.166  C92 1.397, C94 1.390
94 C -2.845 -2.432 4.645  O93 1.390, O95 1.272, O96 1.261
95 O -3.487 -3.316 5.296  C94 1.272
96 O -1.661 -2.641 4.266  C94 1.261, C97 1.446
97 C -1.008 -3.918 4.445  O96 1.446, H103 1.090, H104 1.090, H105 1.090
98 H -6.152 -0.731 3.030  C91 1.090
99 H -6.392 -2.006 4.242  C91 1.090
100 H -5.049 -2.204 3.019  C91 1.090
101 H -4.706 -1.059 5.510  C92 1.090
102 H -4.691 0.314 4.415  C92 1.090
103 H -1.302 -4.532 5.297  C97 1.090
104 H 0.057 -3.713 4.560  C97 1.090
105 H -1.048 -4.570 3.573  C97 1.090
106 C 5.637 3.991 2.087  O107 1.184, N108 1.274, N109 1.301
107 O 6.369 4.534 2.843  C106 1.184
108 N 6.027 3.020 1.360  C106 1.274, H110 1.010, H111 1.010
109 N 4.339 4.047 2.151  C106 1.301, H112 1.010, H113 1.010
110 H 5.365 2.464 0.837  N108 1.010
111 H 7.001 2.764 1.291  N108 1.010
112 H 3.827 4.664 2.765  N109 1.010
113 H 3.797 3.510 1.490  N109 1.010
114 C -3.366 -2.543 0.284  O115 1.239, N116 1.317, N117 1.296
115 O -2.319 -1.922 0.513  C114 1.239
116 N -4.370 -2.074 -0.426  C114 1.317, H118 1.010, H119 1.010
117 N -3.474 -3.750 0.744  C114 1.296, H120 1.010, H121 1.010
118 H -5.200 -2.641 -0.528  N116 1.010
119 H -4.295 -1.165 -0.860  N116 1.010
120 H -2.799 -4.057 1.429  N117 1.010
121 H -4.290 -4.294 0.503  N117 1.010
122 C 2.049 1.894 -5.397  O123 1.145, N124 1.275, N125 1.293
123 O 1.459 0.918 -5.488  C122 1.145
124 N 1.476 3.027 -5.279  C122 1.275, H126 1.010, H127 1.010
125 N 3.332 1.978 -5.267  C122 1.293, H128 1.010, H129 1.010
126 H 0.468 3.021 -5.226  N124 1.010
127 H 2.034 3.869 -5.260  N124 1.010
128 H 3.721 2.900 -5.127  N125 1.010
129 H 3.849 1.139 -5.046  N125 1.010
130 C -6.348 1.928 -0.865  O131 1.267, N132 1.313, N133 1.257
131 O -7.212 2.271 -0.004  C130 1.267
132 N -5.268 2.625 -1.129  C130 1.313, H134 1.010, H135 1.010
133 N -6.368 0.833 -1.483  C130 1.257, H136 1.010, H137 1.010
134 H -4.471 2.112 -1.479  N132 1.010
135 H -4.995 3.411 -0.557  N132 1.010
136 H -6.154 0.894 -2.469  N133 1.010
137 H -7.040 0.153 -1.158  N133 1.010
138 C 7.018 1.480 -2.271  O139 1.217, N140 1.287, N141 1.279
139 O 7.737 1.812 -1.347  C138 1.217
140 N 7.429 0.959 -3.373  C138 1.287, H142 1.010, H143 1.010
141 N 5.755 1.651 -2.384  C138 1.279, H144 1.010, H145 1.010
142 H 8.399 0.684 -3.315  N140 1.010
143 H 6.733 0.412 -3.860  N140 1.010
144 H 5.389 1.388 -3.288  N141 1.010
145 H 5.118 1.904 -1.642  N141 1.010
146 C -0.276 -5.234 -0.324  O147 1.213, N148 1.281, N149 1.348
147 O -1.020 -5.693 0.516  C146 1.213
148 N -0.546 -4.329 -1.189  C146 1.281, H150 1.010, H151 1.010
149 N 0.950 -5.766 -0.491  C146 1.348, H152 1.010, H153 1.010
150 H -1.436 -3.887 -1.368  N148 1.010
151 H 0.021 -4.333 -2.025  N148 1.010
152 H 1.594 -5.300 -1.114  N149 1.010
153 H 1.123 -6.617 0.026  N149 1.010
154 C 0.964 -0.524 -0.248  O155 1.213, N156 1.269, N157 1.351
155 O 2.081 -0.572 -0.719  C154 1.213
156 N 0.464 0.362 0.511  C154 1.269, H158 1.010, H159 1.010
157 N 0.113 -1.570 -0.322  C154 1.351, H160 1.010, H161 1.010
158 H -0.543 0.297 0.551  N156 1.010
159 H 1.035 1.133 0.825  N156 1.010
160 H 0.533 -2.352 -0.803  N157 1.010
161 H -0.776 -1.676 0.147  N157 1.010
162 C 1.374 -2.252 -3.815  O163 1.209, N164 1.294, N165 1.258
163 O 0.929 -3.177 -3.175  C162 1.209
164 N 1.170 -2.108 -5.084  C162 1.294, H166 1.010, H167 1.010
165 N 1.692 -1.146 -3.304  C162 1.258, H168 1.010, H169 1.010
166 H 1.444 -1.213 -5.464  N164 1.010
167 H 0.843 -2.838 -5.701  N164 1.010
168 H 1.751 -0.290 -3.837  N165 1.010
169 H 1.710 -1.056 -2.298  N165 1.010
170 C 3.086 2.925 -0.966  O171 1.173, N172 1.255, N173 1.334
171 O 3.133 2.549 0.145  C170 1.173
172 N 3.280 4.097 -1.371  C170 1.255, H174 1.010, H175 1.010
173 N 2.812 2.119 -1.994  C170 1.334, H176 1.010, H177 1.010
174 H 3.422 4.261 -2.357  N172 1.010
175 H 3.406 4.807 -0.664  N172 1.010
176 H 2.628 1.174 -1.690  N173 1.010
177 H 2.481 2.369 -2.915  N173 1.010
178 C 4.891 -6.530 -0.177  O179 1.207, N180 1.295, N181 1.302
179 O 3.885 -5.930 -0.470  C178 1.207
180 N 6.094 -6.299 -0.599  C178 1.295, H182 1.010, H183 1.010
181 N 4.911 -7.442 0.751  C178 1.302, H184 1.010, H185 1.010
182 H 6.268 -5.523 -1.222  N180 1.010
183 H 6.778 -7.005 -0.368  N180 1.010
184 H 5.714 -7.980 1.043  N181 1.010
185 H 4.055 -7.500 1.283  N181 1.010
186 C -3.172 3.472 4.773  O187 1.240, N188 1.312, N189 1.270
187 O -3.351 2.814 3.737  C186 1.240
188 N -2.101 3.586 5.522  C186 1.312, H190 1.010, H191 1.010
189 N -4.104 4.149 5.308  C186 1.270, H192 1.010, H193 1.010
190 H -1.243 3.101 5.299  N188 1.010
191 H -2.194 3.680 6.523  N188 1.010
192 H -5.020 4.221 4.887  N189 1.010
193 H -3.853 4.726 6.098  N189 1.010
194 C 4.473 -2.870 -1.662  O195 1.216, N196 1.292, N197 1.364
195 O 5.151 -3.759 -2.138  C194 1.216
196 N 3.377 -3.085 -1.012  C194 1.292, H198 1.010, H199 1.010
197 N 4.717 -1.543 -1.861  C194 1.364, H200 1.010, H201 1.010
198 H 2.774 -2.292 -0.845  N196 1.010
199 H 3.085 -4.048 -0.925  N196 1.010
200 H 4.049 -0.877 -1.499  N197 1.010
201 H 5.299 -1.325 -2.658  N197 1.010
202 C -2.744 1.528 0.570  O203 1.226, N204 1.262, N205 1.308
203 O -2.410 1.225 -0.571  C202 1.226
204 N -3.004 2.636 1.113  C202 1.262, H206 1.010, H207 1.010
205 N -2.768 0.613 1.505  C202 1.308, H208 1.010, H209 1.010
206 H -3.103 3.400 0.461  N204 1.010
207 H -3.071 2.766 2.113  N204 1.010
208 H -2.659 -0.354 1.236  N205 1.010
209 H -3.010 0.895 2.444  N205 1.010

Atom charges from the Mulliken analysis, given in e for atoms 1 to 2: -1.3340 0.6088